Formula: C95H221N15O15
Source: OMol25
Level of theory: wB97M-V/def2-TZVPD

```
! wB97M-V def2-TZVPD RIJCOSX def2/J DEFGRID3
* xyz 0 1
C 3.9704 3.4281 -0.8136
C 3.7737 2.5275 -2.1080
C 2.8868 3.2190 -3.0928
O 1.6288 2.6842 -3.0069
C 0.6783 3.2034 -3.8847
N 5.1675 2.2818 -2.6626
H 3.0551 3.7902 -0.3454
H 4.6644 4.2435 -1.0172
H 4.5559 2.8410 -0.1061
H 3.1991 1.6167 -1.9398
H 3.2259 3.0592 -4.1162
H 2.9980 4.3033 -3.1004
H 0.4372 2.6367 -4.7840
H 0.5921 4.2869 -3.9664
H -0.2655 2.9380 -3.4084
H 5.2908 1.5240 -3.3189
H 5.7559 1.9462 -1.9133
C 3.3671 -9.4722 0.3132
C 3.1852 -8.0261 0.1819
C 3.0611 -7.6735 -1.2975
O 4.3585 -7.8398 -1.8466
C 4.5410 -7.0301 -2.9923
N 1.9794 -7.7182 0.9719
H 2.4730 -9.9641 -0.0697
H 3.4471 -9.7081 1.3744
H 4.3165 -9.7065 -0.1685
H 3.9981 -7.4285 0.5945
H 2.7032 -6.6566 -1.4585
H 2.3455 -8.3630 -1.7453
H 3.9185 -7.3189 -3.8392
H 5.6119 -7.1573 -3.1509
H 4.2948 -5.9962 -2.7504
H 1.2898 -7.1915 0.4550
H 2.0248 -7.1009 1.7700
C -2.4960 -1.9183 2.8442
C -2.0793 -3.3992 3.1921
C -0.9648 -3.6188 4.1924
O -1.2681 -3.3462 5.5241
C -0.1972 -3.5494 6.3945
N -3.2511 -4.1050 3.5893
H -3.3610 -1.8108 2.1898
H -1.6704 -1.4349 2.3219
H -2.6727 -1.3390 3.7504
H -1.7538 -3.8962 2.2782
H -0.2353 -2.8879 3.8435
H -0.4197 -4.5226 3.9201
H 0.1397 -4.5860 6.3901
H -0.5728 -3.1654 7.3429
H 0.6431 -2.8977 6.1549
H -3.3780 -3.9809 4.5836
H -3.1525 -5.1066 3.5042
C 0.7068 -8.4796 5.3920
C 2.1563 -7.9166 5.1924
C 2.2850 -6.3795 4.9472
O 1.5741 -5.9427 3.7453
C 2.0727 -4.7976 2.9279
N 2.8613 -8.3024 6.3694
H 0.7320 -9.5647 5.4923
H 0.0961 -8.3592 4.4972
H 0.1723 -8.0451 6.2368
H 2.5525 -8.3487 4.2734
H 3.3437 -6.1684 4.7971
H 2.0100 -5.8697 5.8705
H 2.0438 -3.8734 3.5051
H 1.3623 -4.8035 2.1012
H 3.0710 -4.9770 2.5288
H 2.0788 -8.5775 6.9456
H 3.2686 -7.4671 6.7650
C 0.0410 1.2667 -0.7970
C -0.0067 -0.0752 -0.1112
C 0.4222 -1.2610 -0.9646
O 0.1745 -2.5245 -0.2509
C -0.8385 -3.3256 -0.7119
N 0.7285 -0.1353 1.1654
H -0.4640 1.1471 -1.7555
H 1.1151 1.4478 -0.7560
H -0.4454 2.0713 -0.2456
H -1.0550 -0.2199 0.1497
H 1.4688 -1.1599 -1.2521
H 0.0069 -1.4218 -1.9594
H -0.7952 -4.3244 -0.2775
H -0.6698 -3.5450 -1.7661
H -1.8230 -2.8583 -0.6910
H 0.2599 0.3031 1.9453
H 1.0785 -1.0340 1.4651
C -4.3296 -6.8548 -1.4169
C -2.8015 -6.8346 -1.4554
C -2.0009 -7.4111 -0.2957
O -2.5129 -6.8753 0.8236
C -1.8464 -7.2590 2.0132
N -2.4829 -7.5318 -2.6427
H -4.8139 -7.7609 -1.0529
H -4.8577 -6.6042 -2.3369
H -4.7175 -6.1010 -0.7317
H -2.5041 -5.7956 -1.5975
H -0.9394 -7.1906 -0.4089
H -2.0218 -8.5007 -0.2786
H -0.9140 -6.7009 2.0984
H -1.4147 -8.2595 2.0399
H -2.3050 -6.9360 2.9478
H -2.9173 -6.9620 -3.3544
H -2.8778 -8.4611 -2.6679
C 4.6447 0.5366 4.2411
C 5.0486 0.0764 2.9032
C 4.4370 -1.2629 2.4839
O 4.4231 -2.2510 3.5101
C 5.4334 -3.2968 3.6273
N 4.5719 1.1344 2.1096
H 4.7111 1.5616 4.6059
H 5.1373 -0.1274 4.9514
H 3.5968 0.2452 4.3133
H 6.1386 0.0758 2.9045
H 4.9580 -1.5303 1.5646
H 3.4117 -1.2561 2.1140
H 5.4542 -3.6469 4.6593
H 6.4255 -2.8819 3.4494
H 5.2491 -4.2011 3.0473
H 3.7010 0.9017 1.6541
H 4.3770 1.8794 2.7632
C 6.8963 3.8219 3.9309
C 5.9548 5.0165 4.3166
C 4.5323 4.6015 4.6305
O 4.0680 3.6852 3.5754
C 2.5847 3.6949 3.2932
N 6.6940 5.4963 5.4970
H 7.9001 4.1227 3.6309
H 6.4278 3.3195 3.0846
H 6.9164 3.0722 4.7219
H 6.0453 5.7566 3.5215
H 3.9098 5.4732 4.8325
H 4.4911 4.1106 5.6028
H 2.1196 4.4569 3.9186
H 2.3136 2.6693 3.5439
H 2.4177 3.9906 2.2575
H 6.1046 5.9220 6.1981
H 6.9131 4.6217 5.9521
C -2.8875 4.2269 -5.6864
C -4.5018 4.1301 -5.5441
C -4.8095 5.2183 -4.4929
C -6.2864 5.6727 -4.5142
C -6.8104 6.0923 -5.8624
C -6.4347 5.0278 -7.0349
N -5.0749 4.4945 -6.9201
O -4.7998 3.5390 -7.9423
C -7.5573 3.9242 -6.9079
C -6.6726 5.6571 -8.4186
C -4.9822 2.7676 -5.0774
H -2.1647 4.1762 -4.8720
H -2.7994 5.2504 -6.0508
H -2.5479 3.6980 -6.5769
H -4.4033 4.7425 -3.6002
H -4.2291 6.0528 -4.8865
H -6.4047 6.3940 -3.7056
H -6.9243 4.8197 -4.2827
H -6.3456 7.0105 -6.2214
H -7.8867 6.2590 -5.9059
H -7.5910 3.5917 -5.8704
H -8.5381 4.3573 -7.1045
H -7.3539 3.0053 -7.4578
H -7.6525 6.1340 -8.4405
H -5.9295 6.4182 -8.6561
H -6.5237 5.0084 -9.2818
H -4.3276 2.3551 -4.3096
H -4.9367 2.0269 -5.8759
H -5.9770 2.6753 -4.6416
H -4.1738 4.1123 -8.3906
C -3.4784 -6.6872 -6.0107
C -2.1833 -5.9309 -6.3848
C -2.5905 -4.4247 -6.1748
C -1.3723 -3.5219 -6.3835
C -0.2688 -3.8261 -5.4369
C 0.1461 -5.3129 -5.3968
N -1.0774 -6.1811 -5.4705
O -0.8144 -7.5742 -5.2951
C 1.1225 -5.5957 -6.5252
C 0.9033 -5.4372 -4.0550
C -2.0234 -6.3217 -7.9300
H -4.4485 -6.3371 -6.3635
H -3.7485 -6.6397 -4.9557
H -3.4950 -7.7475 -6.2629
H -3.3202 -4.1151 -6.9231
H -3.0612 -4.1985 -5.2181
H -1.5453 -2.4859 -6.0923
H -1.0035 -3.6060 -7.4057
H -0.5386 -3.4276 -4.4589
H 0.6460 -3.2386 -5.5152
H 1.9563 -4.8941 -6.4990
H 1.6628 -6.5417 -6.5587
H 0.6897 -5.4972 -7.5208
H 1.6272 -4.6442 -3.8673
H 0.2540 -5.4786 -3.1805
H 1.5179 -6.3326 -3.9623
H -3.0043 -6.1831 -8.3849
H -1.6128 -7.3310 -7.9576
H -1.2335 -5.7458 -8.4122
H -0.8695 -7.6087 -4.3373
C 1.5484 4.6422 6.8953
C 0.7120 3.3830 7.2173
C -0.7958 3.7634 6.7426
C -1.7676 2.6434 6.8847
C -1.3148 1.4431 5.9762
C 0.2757 1.0698 6.2684
N 1.1686 2.2773 6.3258
O 2.4653 1.8678 6.5400
C 0.1618 0.1249 7.4301
C 0.6764 0.3212 5.0338
C 0.8273 3.2050 8.8115
H 1.4734 4.9359 5.8483
H 2.6088 4.4697 7.0796
H 1.3838 5.4787 7.5745
H -1.1169 4.5721 7.3990
H -1.0197 4.1139 5.7350
H -2.7674 2.9889 6.6219
H -1.8864 2.3901 7.9382
H -1.5421 1.5706 4.9179
H -1.8775 0.5498 6.2473
H -0.1428 0.5182 8.4000
H -0.4096 -0.7463 7.1096
H 1.2064 -0.1132 7.6305
H 0.4653 0.9494 4.1685
H 1.6946 -0.0660 4.9961
H 0.0657 -0.5677 4.8756
H 1.8351 2.8354 9.0003
H 0.0851 2.5166 9.2157
H 0.5969 4.1475 9.3082
H 2.9943 2.2395 5.8303
C -6.7186 6.4595 1.3236
C -5.4920 5.5154 1.2013
C -4.4414 6.2930 0.3501
C -3.0705 5.4949 0.1984
C -2.5356 5.0983 1.5693
C -3.5313 4.5743 2.6561
N -4.8869 5.2266 2.5351
O -5.7641 4.7666 3.5222
C -3.5893 3.0505 2.4951
C -2.8349 4.9401 3.9350
C -5.9815 4.2610 0.4119
H -7.0556 6.6391 0.3027
H -7.5586 6.2063 1.9704
H -6.3304 7.4479 1.5694
H -4.9033 6.4735 -0.6205
H -4.1776 7.2827 0.7228
H -3.1706 4.5853 -0.3938
H -2.4615 6.2195 -0.3421
H -1.8723 5.8313 2.0283
H -1.9176 4.2499 1.2752
H -3.6319 2.7705 1.4425
H -4.3603 2.5025 3.0367
H -2.7009 2.6103 2.9478
H -2.8279 6.0106 4.1398
H -1.7991 4.6108 3.8523
H -3.4105 4.6597 4.8172
H -6.6844 3.6928 1.0212
H -6.5492 4.3095 -0.5173
H -5.2303 3.4828 0.2770
H -5.9139 5.5744 4.0187
C 8.4890 -0.8727 -2.8968
C 7.2774 -1.8161 -2.7914
C 6.6151 -1.4473 -1.4257
C 5.1384 -1.8082 -1.3324
C 4.4389 -1.1480 -2.5349
C 5.0421 -1.6447 -3.8895
N 6.4291 -1.4945 -3.9151
O 6.9631 -1.9552 -5.0999
C 4.5430 -3.1124 -4.0542
C 4.4745 -0.6307 -4.9044
C 7.7359 -3.3744 -2.6722
H 9.2356 -1.1003 -3.6577
H 8.9029 -0.8750 -1.8885
H 8.3797 0.1759 -3.1736
H 7.3284 -1.7483 -0.6585
H 6.5849 -0.3582 -1.4571
H 4.6165 -1.4216 -0.4571
H 5.0506 -2.8900 -1.2312
H 4.5302 -0.0650 -2.4530
H 3.3655 -1.3368 -2.5539
H 4.8599 -3.6937 -3.1883
H 3.4631 -3.1555 -4.1963
H 5.0133 -3.6575 -4.8726
H 4.7951 -0.8260 -5.9278
H 3.3918 -0.6857 -5.0181
H 4.6004 0.4027 -4.5816
H 6.8817 -3.9334 -2.2902
H 8.6738 -3.5194 -2.1361
H 7.7634 -3.9034 -3.6248
H 6.8010 -2.8694 -4.8558
C 5.0688 7.6178 0.9600
C 3.5520 8.0195 1.0246
C 2.7856 6.6667 0.9483
C 1.3255 6.7072 1.2717
C 1.2221 7.3289 2.6812
C 1.9256 8.6881 2.9240
N 3.3107 8.7236 2.2965
O 4.1523 9.7998 2.5457
C 1.0153 9.8466 2.4116
C 2.1226 8.8597 4.4483
C 3.1353 8.9014 -0.1585
H 5.3700 7.1993 1.9203
H 5.7288 8.4649 0.7731
H 5.1908 6.7797 0.2738
H 2.9275 6.3031 -0.0695
H 3.2618 5.8758 1.5278
H 1.1000 5.6498 1.4103
H 0.7489 7.0597 0.4166
H 1.6087 6.6461 3.4379
H 0.1629 7.5234 2.8496
H 0.2616 10.1146 3.1519
H 1.6489 10.6895 2.1356
H 0.5333 9.5360 1.4846
H 2.7776 9.7010 4.6746
H 1.2134 8.8446 5.0495
H 2.7978 8.0859 4.8137
H 3.8204 9.7475 -0.1057
H 2.0946 9.2167 -0.2346
H 3.4641 8.4763 -1.1068
H 4.9021 9.3621 2.9555
C -6.0787 -3.0092 -4.4399
C -5.4855 -2.2079 -3.3096
C -5.9585 -0.7546 -3.6885
C -5.6518 0.2818 -2.6187
C -6.3659 -0.1281 -1.2848
C -6.1821 -1.6980 -0.8929
N -6.1611 -2.6052 -2.0816
O -6.0299 -3.9336 -1.6305
C -4.8797 -1.6624 -0.0795
C -7.4301 -1.9654 0.0190
C -3.9762 -2.2779 -3.2645
H -7.1383 -2.8148 -4.6060
H -5.8421 -4.0492 -4.2150
H -5.4021 -2.8589 -5.2811
H -5.4610 -0.4546 -4.6108
H -6.9874 -0.6251 -4.0244
H -6.1726 1.2190 -2.8151
H -4.5791 0.3059 -2.4266
H -7.3968 0.2150 -1.3719
H -5.9734 0.5012 -0.4860
H -4.7113 -2.6787 0.2767
H -3.9166 -1.6495 -0.5898
H -4.8452 -1.0465 0.8191
H -8.2406 -1.8820 -0.7051
H -7.4831 -2.8272 0.6843
H -7.5432 -1.1002 0.6723
H -3.5428 -3.2630 -3.0916
H -3.4976 -1.5931 -2.5644
H -3.5187 -2.1050 -4.2386
H -6.8496 -4.1791 -2.0658
*
```

The value obtained for the orbital gap is 8.22 eV. The calculation puts the molar mass at 1813.903 g mol⁻¹. The lowest unoccupied orbital energy comes out at 0.2119 eV. The HOMO energy comes out at -8.01 eV. The relative energy (zero: lowest compared OMol25 entry of this formula, charge and spin) comes out at 1170.97 kJ/mol. Its strongest force on any atom is 4.238 eV Å⁻¹.

---

Formula: C42H40BF4N4O3P2ReS3
Source: OMol25
Level of theory: wB97M-V/def2-TZVPD

```
! wB97M-V def2-TZVPD RIJCOSX def2/J DEFGRID3
* xyz 1 2
Re 0.7384 0.0906 -1.1755
C 3.1098 -0.3970 -3.7418
C 1.6863 0.0118 -3.7194
N 1.3074 1.0354 -2.9150
N 0.4417 1.9528 -3.4533
C -0.3064 2.5820 -2.6003
S -0.3318 2.1139 -0.9418
S -1.2934 3.9654 -3.1178
C -2.6312 3.1341 -4.0619
C -3.9866 3.1186 -3.3790
C -4.7249 1.9426 -3.3480
C -5.9783 1.9034 -2.7434
C -6.5057 3.0462 -2.1589
C -5.7783 4.2343 -2.1932
C -4.5300 4.2676 -2.8011
C 0.6521 -0.6289 -4.4412
C 0.7897 -1.1158 -5.7594
C -0.2716 -1.7042 -6.3813
C -1.4796 -1.8535 -5.6723
C -1.6070 -1.4524 -4.3610
C -0.5316 -0.8559 -3.7140
O -0.6262 -0.6055 -2.4032
H 3.6202 0.2268 -4.4906
H 3.5769 -0.2010 -2.7784
H 3.2245 -1.4433 -3.9991
H -2.6779 3.6812 -4.9991
H -2.2810 2.1260 -4.2698
H -4.3154 1.0418 -3.8007
H -6.5456 0.9765 -2.7355
H -7.4837 3.0175 -1.6916
H -6.1860 5.1362 -1.7478
H -3.9664 5.1985 -2.8204
H 1.7255 -0.9606 -6.2885
H -0.1866 -2.0495 -7.4031
H -2.3296 -2.3131 -6.1661
H -2.5224 -1.6079 -3.7950
O 2.2451 0.6218 0.1499
P 2.5745 0.6740 1.6400
C 1.0754 0.4557 2.6111
P 0.0581 -0.9131 2.0052
O -0.2174 -0.7183 0.5186
C -1.4561 -0.8267 2.9346
C -1.9690 -1.9721 3.5486
C -3.1645 -1.9004 4.2517
C -3.8408 -0.6903 4.3481
C -3.3375 0.4518 3.7278
C -2.1518 0.3859 3.0138
C 0.8310 -2.4535 2.3772
C 0.6883 -3.4740 1.4373
C 1.2286 -4.7264 1.7037
C 1.8968 -4.9511 2.8977
C 2.0301 -3.9321 3.8416
C 1.4924 -2.6841 3.5888
C 3.1878 2.2968 2.0277
C 3.2048 2.7822 3.3392
C 3.6574 4.0676 3.5910
C 4.0936 4.8677 2.5396
C 4.0863 4.3849 1.2361
C 3.6328 3.0983 0.9730
C 3.7302 -0.5706 2.1088
C 4.1558 -0.6763 3.4375
C 5.0624 -1.6583 3.7849
C 5.5402 -2.5361 2.8114
C 5.1280 -2.4217 1.4914
C 4.2250 -1.4269 1.1291
H 0.4958 1.3681 2.4734
H 1.2965 0.3300 3.6753
H -1.4318 -2.9128 3.4824
H -3.5615 -2.7874 4.7344
H -4.7649 -0.6343 4.9136
H -3.8647 1.3969 3.8086
H -1.7801 1.2752 2.5098
H 0.1801 -3.2895 0.4977
H 1.1381 -5.5136 0.9633
H 2.3209 -5.9292 3.1017
H 2.5557 -4.1157 4.7726
H 1.5876 -1.8976 4.3330
H 2.8631 2.1656 4.1679
H 3.6651 4.4494 4.6059
H 4.4364 5.8769 2.7393
H 4.4288 5.0127 0.4209
H 3.6098 2.7180 -0.0423
H 3.7918 0.0123 4.1984
H 5.4004 -1.7448 4.8116
H 6.2439 -3.3129 3.0903
H 5.4937 -3.1084 0.7363
H 3.8919 -1.3364 0.1023
F 0.8803 -3.7931 -1.6297
B 2.1490 -3.2147 -1.6178
F 1.8951 -1.6936 -1.2989
F 2.7881 -3.2259 -2.8505
F 2.9652 -3.6456 -0.5763
N -4.8247 1.7115 0.5491
C -4.3945 0.5043 0.1086
N -5.0738 -0.5592 0.5732
S -3.0941 0.3465 -0.9452
H -5.7248 1.8125 0.9884
H -4.4575 2.5132 0.0687
H -5.8467 -0.4764 1.2091
H -4.7415 -1.4713 0.3282
*
```

The value obtained for the orbital gap (spin up / spin down) is 5.91 / 6.41 eV. The calculation puts the molar mass at 1079.967 g mol⁻¹. The lowest unoccupied orbital energy (spin up / spin down) comes out at -4.0415 / -3.5441 eV. Its expectation value of S² is 0.876. The HOMO energy (spin up / spin down) comes out at -9.95 / -9.96 eV. The relative energy (zero: lowest compared OMol25 entry of this formula, charge and spin) comes out at 98.65 kJ/mol. Its strongest force on any atom is 2.049 eV Å⁻¹.